1.
13 unconnected molecules or ions with the total composition C26H78O13 in a non-equilibrium geometry, computed with ωB97M-V with the def2-TZVPD basis set.

Atoms and positions in Å:
1 C 3.756 1.399 1.621
2 C 3.546 2.800 2.130
3 O 3.763 3.778 1.123
4 H 4.768 1.236 1.252
5 H 3.091 1.135 0.799
6 H 3.564 0.712 2.446
7 H 4.210 2.972 2.977
8 H 2.497 2.792 2.424
9 H 2.938 3.952 0.664
10 C 2.548 -1.654 -3.959
11 C 3.643 -0.633 -3.702
12 O 4.554 -1.152 -2.751
13 H 2.965 -2.453 -4.573
14 H 1.757 -1.250 -4.592
15 H 2.053 -2.066 -3.079
16 H 3.170 0.236 -3.243
17 H 4.144 -0.199 -4.568
18 H 5.440 -1.128 -3.121
19 C -3.902 4.508 -1.444
20 C -4.085 3.021 -1.520
21 O -3.087 2.378 -0.714
22 H -3.811 4.871 -0.420
23 H -4.759 5.042 -1.855
24 H -3.018 4.865 -1.973
25 H -3.917 2.716 -2.553
26 H -5.075 2.727 -1.172
27 H -3.073 1.435 -0.895
28 C -5.002 -0.643 -2.251
29 C -4.231 -1.277 -1.100
30 O -3.167 -0.463 -0.637
31 H -5.848 -1.279 -2.509
32 H -4.437 -0.576 -3.181
33 H -5.391 0.342 -1.990
34 H -3.787 -2.228 -1.397
35 H -4.967 -1.509 -0.330
36 H -2.754 -0.927 0.095
37 C 1.059 -6.813 -0.564
38 C 0.336 -5.594 0.117
39 O 0.007 -5.942 1.414
40 H 1.936 -7.067 0.030
41 H 1.238 -6.585 -1.615
42 H 0.381 -7.666 -0.569
43 H -0.628 -5.364 -0.337
44 H 0.980 -4.716 0.162
45 H -0.821 -6.428 1.397
46 C -0.729 5.187 2.465
47 C -1.333 4.026 1.680
48 O -1.195 4.207 0.273
49 H 0.359 5.218 2.395
50 H -0.986 5.015 3.511
51 H -1.187 6.121 2.141
52 H -2.390 3.913 1.920
53 H -0.814 3.112 1.970
54 H -1.842 3.620 -0.125
55 C -4.320 0.479 2.615
56 C -2.798 0.774 2.704
57 O -2.138 -0.351 3.225
58 H -4.531 -0.342 1.930
59 H -4.941 1.302 2.260
60 H -4.787 0.292 3.582
61 H -2.572 1.620 3.353
62 H -2.421 1.105 1.736
63 H -2.099 -1.058 2.578
64 C 4.281 -4.342 -0.994
65 C 4.270 -3.075 -0.187
66 O 3.235 -2.314 -0.693
67 H 3.349 -4.891 -0.860
68 H 5.180 -4.912 -0.759
69 H 4.283 -4.012 -2.033
70 H 5.180 -2.483 -0.288
71 H 4.176 -3.298 0.876
72 H 3.694 -1.861 -1.403
73 C 1.824 -2.825 3.594
74 C 3.299 -2.676 3.874
75 O 3.542 -2.171 5.164
76 H 1.233 -1.920 3.733
77 H 1.330 -3.547 4.243
78 H 1.631 -3.147 2.571
79 H 3.654 -2.076 3.037
80 H 3.774 -3.657 3.879
81 H 4.302 -2.662 5.484
82 C -3.724 -3.168 2.216
83 C -2.427 -3.387 1.394
84 O -1.913 -2.079 1.168
85 H -4.112 -4.162 2.438
86 H -4.509 -2.565 1.759
87 H -3.575 -2.651 3.164
88 H -2.675 -3.869 0.448
89 H -1.703 -4.033 1.892
90 H -1.133 -2.210 0.624
91 C 1.255 6.537 -0.575
92 C 1.707 5.267 -1.266
93 O 1.417 4.256 -0.283
94 H 1.541 7.381 -1.203
95 H 1.774 6.733 0.363
96 H 0.200 6.588 -0.308
97 H 2.771 5.269 -1.500
98 H 1.233 5.133 -2.238
99 H 0.491 4.295 -0.032
100 C 0.297 0.688 0.247
101 C 0.765 -0.605 0.962
102 O 0.570 -1.716 0.049
103 H 0.465 1.613 0.799
104 H -0.793 0.657 0.255
105 H 0.555 0.868 -0.797
106 H 0.263 -0.788 1.912
107 H 1.825 -0.601 1.215
108 H 1.417 -1.939 -0.344
109 C -1.470 1.606 -3.589
110 C -0.164 1.494 -4.315
111 O -0.171 0.462 -5.277
112 H -2.152 1.784 -4.421
113 H -1.550 2.506 -2.980
114 H -1.890 0.711 -3.131
115 H 0.605 1.236 -3.587
116 H 0.072 2.456 -4.770
117 H 0.643 0.560 -5.777

Values from the calculation:
* relative energy (zero: lowest compared OMol25 entry of this formula, charge and spin): 52.34 kcal/mol
* frontier orbital gap: 9.61 eV
* LUMO level: 0.3968 eV

These are the Löwdin partial charges, in e, on atoms 1 to 4: number 1, C, carries -0.098; number 2, C, carries -0.315; number 3, O, carries -0.085; number 4, H, carries 0.075

2.
2 unconnected molecules or ions with the total composition C5H10O in a non-equilibrium geometry, computed with ωB97M-V with the def2-TZVPD basis set.

Atoms and positions in Å:
1 C 0.822 0.171 1.296
2 C -0.378 0.837 0.623
3 C -1.701 0.190 1.024
4 C 0.460 -1.265 -1.804
5 O -0.160 -2.052 -1.203
6 C 1.156 -0.377 -2.475
7 H 1.774 0.558 0.913
8 H 0.809 -0.913 1.130
9 H 0.806 0.338 2.379
10 H -0.392 1.907 0.869
11 H -1.694 -0.880 0.783
12 H -2.546 0.647 0.496
13 H -1.881 0.292 2.100
14 H 1.457 0.537 -1.979
15 H 1.421 -0.565 -3.507
16 H -0.275 0.785 -0.468

Values from the calculation:
* relative energy (zero: lowest compared OMol25 entry of this formula, charge and spin): 26.76 kcal/mol
* frontier orbital gap: 10.33 eV
* LUMO level: 0.9368 eV

These are the natural (NBO) partial charges, in e, on atoms 1 to 4: number 1, C, carries -0.614; number 2, C, carries -0.396; number 3, C, carries -0.608; number 4, C, carries 0.729

3.
A molecular structure, C28H72As2F30N5O9P2 in a non-equilibrium geometry, computed with ωB97M-V with the def2-TZVPD basis set.

Atoms and positions in Å:
1 C -4.363 1.935 -1.183
2 C -4.635 0.906 -2.276
3 C -3.791 1.216 -3.543
4 O -4.321 0.542 -4.707
5 C -3.706 1.099 -5.926
6 N -4.198 -0.435 -1.697
7 H -3.008 -0.477 -1.120
8 H -4.755 -0.668 -0.864
9 H -4.306 -1.289 -2.258
10 H -3.295 2.057 -0.926
11 H -4.752 1.548 -0.265
12 H -4.789 2.922 -1.475
13 H -5.737 0.928 -2.485
14 H -2.742 0.943 -3.296
15 H -3.827 2.264 -3.687
16 H -2.618 0.970 -5.951
17 H -4.210 2.116 -6.006
18 H -4.025 0.466 -6.761
19 C 3.930 5.962 0.782
20 C 3.908 5.782 -0.784
21 C 5.075 5.006 -1.262
22 O 5.282 5.045 -2.658
23 C 5.570 6.377 -3.191
24 N 2.711 5.007 -1.025
25 H 2.522 4.861 -2.057
26 H 2.866 4.094 -0.609
27 H 1.806 5.287 -0.575
28 H 2.990 6.477 1.049
29 H 4.859 6.449 1.080
30 H 3.979 5.011 1.289
31 H 3.702 6.730 -1.274
32 H 5.160 4.043 -0.879
33 H 5.939 5.407 -0.740
34 H 6.118 6.233 -4.113
35 H 6.142 6.936 -2.462
36 H 4.676 6.947 -3.408
37 C 0.342 3.477 3.708
38 C 0.281 2.195 4.552
39 C -0.409 2.152 5.929
40 O -1.761 2.447 5.756
41 C -2.639 2.283 6.858
42 N -0.381 1.129 3.674
43 H -0.459 0.272 4.257
44 H -1.401 1.381 3.477
45 H 0.108 1.117 2.793
46 H -0.617 3.959 3.404
47 H 0.850 3.258 2.772
48 H 0.925 4.323 4.189
49 H 1.272 1.812 4.602
50 H 0.061 2.903 6.597
51 H -0.232 1.159 6.321
52 H -2.179 2.248 7.831
53 H -3.277 1.419 6.738
54 H -3.308 3.091 6.817
55 C -1.688 -4.615 -0.907
56 C -2.221 -3.548 -0.025
57 C -3.067 -4.021 1.117
58 O -3.500 -2.897 1.914
59 C -4.532 -3.216 2.843
60 N -1.139 -2.761 0.639
61 H -1.605 -2.041 1.231
62 H -0.546 -3.325 1.218
63 H -0.701 -2.183 -0.062
64 H -0.893 -4.141 -1.530
65 H -2.435 -4.910 -1.644
66 H -1.285 -5.453 -0.415
67 H -2.820 -2.869 -0.612
68 H -2.565 -4.822 1.791
69 H -4.039 -4.543 0.746
70 H -4.875 -2.257 3.263
71 H -4.152 -3.934 3.552
72 H -5.389 -3.658 2.345
73 C 7.499 -1.094 1.132
74 C 6.322 -2.099 1.204
75 C 5.835 -2.157 2.643
76 O 4.427 -2.401 2.686
77 C 3.954 -3.415 3.586
78 N 5.237 -1.652 0.274
79 H 4.338 -1.978 0.697
80 H 5.141 -0.601 0.228
81 H 5.347 -2.111 -0.653
82 H 8.226 -1.335 1.892
83 H 7.131 -0.099 1.401
84 H 8.033 -0.997 0.178
85 H 6.535 -3.070 0.833
86 H 6.092 -1.287 3.196
87 H 6.393 -2.956 3.103
88 H 3.125 -3.879 3.124
89 H 3.769 -3.056 4.632
90 H 4.662 -4.213 3.691
91 As 3.869 1.784 1.643
92 F 2.922 1.382 3.006
93 F 4.532 3.067 2.646
94 F 4.841 2.325 0.324
95 F 3.151 0.501 0.669
96 F 2.610 2.914 0.927
97 F 5.155 0.752 2.091
98 As -0.320 5.762 -2.560
99 F 1.238 5.109 -3.212
100 F 0.650 6.997 -1.835
101 F -1.734 6.287 -1.806
102 F -1.133 4.395 -3.279
103 F 0.037 4.713 -1.191
104 F -0.544 6.675 -4.060
105 C -5.498 -3.323 -2.961
106 O -5.708 -2.929 -4.284
107 O -4.360 -2.973 -2.336
108 C -6.793 -3.137 -2.056
109 F -7.756 -3.801 -2.676
110 F -6.460 -3.708 -0.892
111 F -7.213 -1.896 -1.775
112 C -4.770 -3.423 -5.251
113 C -5.192 -3.040 -6.607
114 H -4.265 -3.009 -7.206
115 H -5.910 -3.703 -7.132
116 H -5.638 -2.103 -6.749
117 H -4.648 -4.471 -5.078
118 H -3.730 -3.033 -5.131
119 H -5.533 -4.484 -3.089
120 C -1.049 0.094 -0.965
121 O -0.259 -0.958 -1.610
122 O -2.176 -0.358 -0.343
123 C -0.101 0.723 0.041
124 F 0.243 -0.206 0.971
125 F 1.023 1.241 -0.408
126 F -0.746 1.701 0.691
127 C -0.258 -1.030 -3.066
128 C -1.493 -1.807 -3.581
129 H -1.716 -2.736 -2.964
130 H -2.462 -1.218 -3.586
131 H -1.408 -2.298 -4.551
132 H 0.693 -1.513 -3.361
133 H -0.333 0.063 -3.417
134 H -1.197 0.872 -1.664
135 P -1.258 -2.146 5.278
136 F -1.866 -3.564 4.702
137 F -1.898 -2.398 6.716
138 F 0.092 -2.815 5.728
139 F -0.684 -0.692 5.818
140 F -0.533 -1.894 3.873
141 F -2.588 -1.387 4.713
142 P 4.605 -5.328 -0.505
143 F 3.272 -5.029 -1.314
144 F 3.943 -4.582 0.755
145 F 4.035 -6.749 -0.057
146 F 5.922 -5.473 0.450
147 F 5.194 -5.995 -1.820
148 F 5.252 -3.874 -0.983

Values from the calculation:
* net charge: -1
* relative energy (zero: lowest compared OMol25 entry of this formula, charge and spin): 0.00 kcal/mol
* frontier orbital gap: 7.27 eV
* LUMO level: 1.7339 eV

These are the Löwdin partial charges, in e, on atoms 1 to 4: number 1, C, carries -0.060; number 2, C, carries -0.310; number 3, C, carries -0.190; number 4, O, carries -0.202

4.
A single C5H5N5O molecule in a non-equilibrium geometry, computed with ωB97M-V with the def2-TZVPD basis set.

Atoms and positions in Å:
1 C -2.211 -1.091 0.089
2 C -0.920 0.810 -0.078
3 C 1.282 1.138 -0.005
4 C 2.113 -1.281 -0.041
5 C 0.350 0.136 -0.008
6 H -3.240 -1.352 0.447
7 H -1.981 -1.746 -0.854
8 H -1.311 -1.412 0.821
9 H -1.171 2.854 -0.071
10 H 2.392 -2.305 -0.182
11 N -0.475 2.060 0.050
12 N 0.803 2.376 -0.045
13 N 2.629 0.945 0.075
14 N 3.065 -0.285 -0.042
15 N 0.802 -1.180 -0.026
16 O -2.127 0.334 -0.129

Values from the calculation:
* relative energy (zero: lowest compared OMol25 entry of this formula, charge and spin): 91.22 kcal/mol
* frontier orbital gap: 8.25 eV
* LUMO level: -0.5318 eV

These are the natural (NBO) partial charges, in e, on atoms 1 to 4: number 1, C, carries -0.284; number 2, C, carries 0.456; number 3, C, carries 0.190; number 4, C, carries 0.165

5.
A molecular structure, C4H7NO2 in a non-equilibrium geometry, computed with ωB97M-V with the def2-TZVPD basis set.

Atoms and positions in Å:
1 C 2.761 -0.016 -0.200
2 C -1.098 -0.143 -0.339
3 C 0.051 -0.148 0.528
4 C -2.223 0.746 0.104
5 N 1.637 -0.732 -0.314
6 O 2.862 1.008 0.414
7 O -0.755 -1.203 0.635
8 H 3.472 -0.543 -0.815
9 H -1.152 -0.715 -1.364
10 H 0.372 0.550 1.303
11 H -1.969 1.154 1.188
12 H -3.159 0.176 0.019
13 H -2.428 1.529 -0.576
14 H 1.628 -1.663 -0.582

Values from the calculation:
* relative energy (zero: lowest compared OMol25 entry of this formula, charge and spin): 89.57 kcal/mol
* frontier orbital gap: 10.43 eV
* LUMO level: 0.8785 eV

These are the natural (NBO) partial charges, in e, on atoms 1 to 4: number 1, C, carries 0.512; number 2, C, carries 0.018; number 3, C, carries 0.282; number 4, C, carries -0.644

6.
2 unconnected molecules or ions with the total composition C17H24ClNO4 in a non-equilibrium geometry, computed with ωB97M-V with the def2-TZVPD basis set.

Atoms and positions in Å:
1 C -3.292 -2.340 1.783
2 C -1.823 -2.600 1.996
3 O -1.188 -1.278 2.052
4 C 0.156 -1.327 2.237
5 C 0.840 -0.012 2.169
6 Cl 2.022 -0.014 0.918
7 C 0.151 1.295 2.212
8 O 0.778 2.346 2.332
9 O -1.187 1.236 2.061
10 C -1.901 2.517 1.991
11 C -3.355 2.163 1.792
12 O 0.755 -2.369 2.396
13 H -3.814 -3.301 1.765
14 H -3.684 -1.707 2.584
15 H -3.442 -1.802 0.841
16 H -1.620 -3.127 2.948
17 H -1.391 -3.175 1.154
18 H -1.728 3.065 2.934
19 H -1.512 3.099 1.136
20 H -3.932 3.092 1.773
21 H -3.481 1.610 0.856
22 H -3.700 1.511 2.600
23 C 4.201 -1.530 4.356
24 N 3.929 -0.107 4.120
25 C 3.429 0.663 5.264
26 C 4.010 0.389 2.889
27 C 4.526 1.679 2.504
28 C 4.981 2.613 3.458
29 C 5.293 3.924 3.109
30 C 5.209 4.338 1.765
31 C 5.466 5.774 1.391
32 C 4.937 3.374 0.774
33 C 4.624 2.066 1.135
34 H 3.991 -1.762 5.393
35 H 3.566 -2.187 3.757
36 H 5.244 -1.819 4.158
37 H 2.838 -0.027 5.881
38 H 4.257 1.065 5.862
39 H 2.774 1.455 4.882
40 H 3.960 -0.377 2.105
41 H 5.122 2.307 4.487
42 H 5.639 4.651 3.847
43 H 5.323 5.895 0.302
44 H 4.724 6.372 1.944
45 H 6.474 6.129 1.680
46 H 5.068 3.644 -0.276
47 H 4.420 1.330 0.362

Values from the calculation:
* relative energy (zero: lowest compared OMol25 entry of this formula, charge and spin): 0.00 kcal/mol
* frontier orbital gap: 4.74 eV
* LUMO level: -1.3301 eV

These are the natural (NBO) partial charges, in e, on atoms 1 to 4: number 1, C, carries -0.624; number 2, C, carries -0.070; number 3, O, carries -0.522; number 4, C, carries 0.755

7.
A single C4H7NO2 molecule in a non-equilibrium geometry, computed with ωB97M-V with the def2-TZVPD basis set.

Atoms and positions in Å:
1 O -2.206 -0.212 0.158
2 C -0.899 -0.251 -0.258
3 C -0.394 -1.417 -0.672
4 N 1.353 0.577 -0.578
5 C -0.052 0.992 -0.602
6 C 1.749 0.301 0.597
7 O 0.939 0.356 1.677
8 H -2.387 0.367 0.907
9 H 0.064 -0.014 1.310
10 H -0.842 -2.367 -0.422
11 H 0.435 -1.393 -1.370
12 H -0.198 1.838 0.087
13 H -0.317 1.309 -1.612
14 H 2.754 -0.087 0.778

Values from the calculation:
* relative energy (zero: lowest compared OMol25 entry of this formula, charge and spin): 62.31 kcal/mol
* frontier orbital gap: 9.95 eV
* LUMO level: 0.5133 eV

These are the natural (NBO) partial charges, in e, on atoms 1 to 4: number 1, O, carries -0.680; number 2, C, carries 0.208; number 3, C, carries -0.438; number 4, N, carries -0.474

8.
A molecular structure, C20H15ClN4S3Ti in a non-equilibrium geometry, computed with ωB97M-V with the def2-TZVPD basis set.

Atoms and positions in Å:
1 Ti 0.394 0.026 -2.163
2 N -1.650 1.127 1.265
3 C -2.854 0.382 1.428
4 C -3.789 0.814 2.349
5 C -4.996 0.138 2.485
6 C -5.275 -0.954 1.684
7 C -4.334 -1.392 0.756
8 C -3.127 -0.734 0.647
9 S -1.869 -1.404 -0.431
10 N -0.751 -0.132 -0.478
11 C -0.767 0.918 0.287
12 C 0.282 1.913 -0.026
13 C 0.465 3.111 0.640
14 C 1.508 3.945 0.261
15 C 2.343 3.568 -0.780
16 C 2.083 2.382 -1.438
17 N 1.076 1.574 -1.073
18 H -1.603 1.981 1.797
19 H -3.583 1.684 2.963
20 H -5.715 0.472 3.220
21 H -6.217 -1.475 1.773
22 H -4.543 -2.255 0.135
23 H -0.187 3.409 1.449
24 H 1.667 4.885 0.773
25 H 3.171 4.190 -1.089
26 H 2.675 2.051 -2.280
27 S 2.268 -0.362 -3.755
28 C 2.651 -1.260 -2.352
29 N 1.692 -1.312 -1.423
30 C 2.114 -2.035 -0.296
31 C 1.398 -2.318 0.863
32 C 2.005 -3.070 1.852
33 C 3.309 -3.544 1.710
34 C 4.035 -3.272 0.564
35 C 3.423 -2.518 -0.425
36 S 4.113 -2.049 -1.964
37 H 0.382 -1.974 0.988
38 H 1.454 -3.308 2.751
39 H 3.760 -4.131 2.497
40 H 5.046 -3.634 0.438
41 Cl -1.620 1.253 -2.849
42 C -0.201 0.972 -3.865
43 H 0.255 1.921 -4.135
44 H -0.486 0.414 -4.754

Values from the calculation:
* net charge: +2
* relative energy (zero: lowest compared OMol25 entry of this formula, charge and spin): 18.71 kcal/mol
* frontier orbital gap: 6.08 eV
* LUMO level: -7.8565 eV

These are the natural (NBO) partial charges, in e, on atoms 1 to 4: number 1, Ti, carries 1.346; number 2, N, carries -0.549; number 3, C, carries 0.176; number 4, C, carries -0.215

Look up the relative energy (zero: lowest compared OMol25 entry of this formula, charge and spin) of the first one.
52.34 kcal/mol

The lowest frontier orbital gap belongs to which entry?
C17H24ClNO4

What is the LUMO level in the eighth record?
-7.8565 eV